(1)
{
  "formula": "C4H29N3O8",
  "method": "the ωB97M-V functional and the def2-TZVPD basis",
  "symbols": ["C", "C", "C", "C", "N", "N", "N", "H", "H", "H", "H", "H", "H", "H", "H", "H", "H", "H", "H", "H", "H", "H", "O", "H", "H", "O", "H", "H", "O", "H", "H", "O", "H", "H", "O", "H", "H", "O", "H", "H", "O", "H", "H", "O"],
  "coordinates": [[0.07972, -0.25386, -2.65897], [1.12010, -0.89026, -1.72345], [0.51056, -1.50317, -0.54394], [0.76350, -2.86376, -0.20737], [0.39175, -3.28420, 0.97320], [0.11996, -0.55296, 0.48804], [-1.00674, -1.22635, -3.04611], [-0.49038, 0.61642, -2.26212], [0.48214, 0.27221, -3.52348], [1.75475, -1.55086, -2.32563], [1.90842, -0.17965, -1.45222], [1.11918, -3.52514, -0.98600], [0.17191, -4.24777, 1.21478], [0.31079, -2.54351, 1.67358], [-0.16998, 0.30866, 0.01287], [0.93436, -0.40094, 1.13242], [-0.57505, -0.86683, 1.20283], [-1.80124, -1.28735, -2.40481], [-1.43390, -0.85562, -3.89399], [-0.68635, -2.15364, -3.33705], [3.12726, 0.42649, 1.52692], [3.69052, 0.42725, -0.00055], [2.98823, 0.19717, 0.60440], [1.24427, 4.25488, -2.00241], [2.31558, 3.52161, -1.27794], [1.42991, 3.37663, -1.63689], [-3.54031, -2.52502, -0.87892], [-2.35369, -3.16832, 0.11554], [-2.64139, -2.81913, -0.72229], [-0.31679, -0.99609, 3.75615], [-1.38424, -2.04146, 3.50133], [-0.72130, -1.49192, 3.07352], [-2.15749, 0.96516, 3.14822], [-2.00860, 2.51982, 3.37310], [-1.95036, 1.80471, 2.73941], [1.63470, 1.75144, 3.13789], [0.50790, 1.68562, 2.07833], [1.08164, 1.13912, 2.64066], [-0.64758, 3.96300, 1.39925], [0.31525, 3.56759, 0.33030], [-0.37550, 3.18587, 0.89781], [-1.42167, 2.05786, -0.67689], [-1.03866, 3.04591, -1.83390], [-1.28119, 2.14038, -1.62563]],
  "spin_multiplicity": 2,
  "charge": 3,
  "orbital_gap_ev": [8.93, 5.63],
  "homo_ev": [-19.4, -19.4]
}

---

(2)
{
  "formula": "C4H29NO12",
  "method": "the ωB97M-V functional and the def2-TZVPD basis",
  "symbols": ["O", "C", "N", "C", "O", "C", "C", "H", "H", "H", "H", "H", "H", "H", "H", "H", "H", "H", "O", "H", "H", "O", "H", "H", "O", "H", "H", "O", "H", "H", "O", "H", "H", "O", "H", "H", "O", "H", "H", "O", "H", "H", "O", "H", "H", "O"],
  "coordinates": [[2.23079, -1.16799, 2.21904], [2.03857, -0.96971, 1.03624], [2.70723, 0.04623, 0.39226], [2.63813, 0.38592, -1.02413], [2.60351, 1.78059, -1.20301], [0.92565, -1.70215, 0.24992], [0.57614, -3.11055, 0.78280], [3.30951, 0.71563, 0.88425], [3.48198, 0.03417, -1.56023], [1.72738, 0.00792, -1.54441], [2.07780, 2.25454, -0.48700], [0.13307, -1.03127, 0.49645], [1.16689, -1.75649, -0.79717], [-0.44556, -3.23320, 0.34668], [1.13511, -3.93523, 0.33874], [0.66091, -3.14376, 1.85344], [0.79556, 1.80502, -3.25140], [0.21982, 0.33066, -3.42633], [0.03346, 1.23791, -3.08131], [-2.30212, -0.12852, 2.19307], [-3.54005, 0.65620, 2.14904], [-2.85404, 0.35106, 1.53734], [2.08845, 0.28477, 4.48040], [1.01647, 0.11545, 3.37095], [1.16084, 0.41321, 4.27423], [-2.92611, -0.66498, -0.36810], [-3.78381, -0.93443, -1.59716], [-3.26279, -1.39189, -0.91068], [-0.05470, 2.84926, 0.13904], [1.00919, 2.72093, 1.09834], [0.88953, 3.13973, 0.23135], [-0.84461, -1.66251, -3.83892], [-0.08134, -0.90505, -4.94160], [0.02251, -1.25325, -4.04655], [-1.53995, 1.66590, -2.06983], [-2.44486, 2.85137, -1.95600], [-2.19357, 2.05668, -1.46914], [-2.06474, 2.68556, 0.34967], [-1.67963, 1.79801, 1.52860], [-1.49882, 2.67488, 1.14305], [-2.13746, -3.55301, -3.06555], [-2.16093, -2.49834, -1.90222], [-1.88484, -2.65635, -2.82976], [-1.39205, -1.42419, 3.81825], [-0.56445, -0.46476, 4.29868], [-1.13573, -0.50909, 3.49325]],
  "relative_energy_kj_mol": 179.8,
  "orbital_gap_ev": 9.63,
  "homo_ev": -9.4
}

---

(3)
{
  "formula": "C4H2AlO2",
  "method": "the ωB97M-V functional and the def2-TZVPD basis",
  "symbols": ["H", "C", "C", "C", "C", "H", "O", "O", "Al"],
  "coordinates": [[0.34905, 2.88373, 0.33648], [0.47281, 1.80874, 0.27642], [0.69682, 0.61516, 0.43020], [1.41607, -1.87250, 0.42009], [1.10709, -0.70223, 0.38399], [1.67242, -2.91550, 0.50878], [-2.76955, 0.08413, -0.81810], [-1.78140, -0.79106, -0.63469], [-1.16331, 0.88953, -0.90317]],
  "relative_energy_kj_mol": 276.4,
  "spin_multiplicity": 2,
  "charge": 2,
  "orbital_gap_ev": [7.29, 7.36],
  "homo_ev": [-20.6, -20.6]
}

---

(4)
{
  "formula": "C4H2BeFLiO4",
  "method": "the ωB97M-V functional and the def2-TZVPD basis",
  "symbols": ["O", "C", "O", "O", "C", "C", "O", "C", "Li", "H", "H", "F", "Be"],
  "coordinates": [[2.37765, 0.36174, -0.24458], [3.49980, 0.07105, -0.26235], [4.61966, -0.22710, -0.25893], [-2.06149, -0.72474, 0.68788], [-2.41106, 0.49150, 0.42148], [-0.61978, -0.90590, 0.53347], [-1.34772, 1.20986, 0.12690], [-0.19487, 0.36146, -0.17233], [-3.99147, 1.00671, -1.01158], [-0.43355, -1.80941, -0.05489], [-0.20353, -1.00140, 1.54202], [-0.28961, 0.15154, -1.56036], [1.05597, 1.01467, 0.25327]],
  "relative_energy_kj_mol": 0.0,
  "charge": 2,
  "orbital_gap_ev": 9.02,
  "homo_ev": -18.7
}

---

no.,F_max (hartree/bohr),calculated total energy (Eh)
1,0.0501,-934.902032
2,0.0716,-1127.456112
3,0.0724,-545.515151
4,0.1436,-576.054031